{"formula": "C16H17BrN2O", "method": "ωB97M-V with the def2-TZVPD basis set", "species": ["C", "N", "C", "C", "C", "C", "C", "C", "C", "H", "H", "H", "H", "H", "H", "H", "C", "C", "O", "N", "C", "C", "C", "C", "C", "C", "H", "H", "Br", "H", "H", "H", "H", "H", "H", "H", "H"], "coordinates": [[3.2432, 1.2496, -0.9114], [2.0556, 1.2004, -0.3403], [2.0867, 0.4447, 0.8153], [1.7295, -1.1291, 0.4820], [1.3324, -1.6861, -0.9177], [0.9891, -2.9308, -0.9738], [1.0526, -3.9101, 0.1518], [1.4904, -3.3605, 1.1358], [1.7228, -2.0241, 1.4211], [2.1007, -1.7850, 2.5022], [1.5344, -3.9092, 2.0711], [0.8298, -4.7265, -0.3194], [0.7833, -3.3305, -2.1353], [1.2607, -0.6973, -1.5276], [1.1334, 0.6659, 1.4058], [2.8146, 0.4100, 1.5070], [1.4169, 2.3712, -0.0011], [-0.1551, 2.4535, 0.3310], [-0.5609, 3.4901, 0.8165], [-0.7526, 1.4637, -0.1719], [-2.0891, 0.9875, -0.2663], [-3.1634, 1.8852, 0.5275], [-4.3456, 1.4287, 0.5115], [-4.6972, 0.0945, 0.1643], [-3.6520, -0.5927, -0.7967], [-2.2733, -0.2648, -0.6456], [-1.5695, -1.0986, -1.0520], [-3.8543, -1.5914, -0.9413], [-6.5004, -0.6450, 0.2141], [-5.0826, 1.8921, 0.9509], [-2.7922, 2.8859, 0.6841], [-0.1135, 0.7473, -0.8698], [1.9215, 3.0796, 0.8025], [1.4916, 3.0306, -0.9649], [3.0610, 1.7006, -1.9460], [3.9997, 1.9637, -0.3578], [3.5517, 0.2364, -1.3558]], "atomic_forces_ev_per_a": [[4.862, 1.579, -5.643], [-3.787, -1.316, 2.808], [-6.715, -5.570, -0.041], [0.067, 2.267, -3.666], [1.344, 7.680, 3.627], [-1.128, -4.154, -4.563], [-2.032, 3.358, -10.524], [2.329, 1.117, 11.690], [2.001, 0.222, 3.839], [-0.925, -0.333, -2.032], [0.348, -0.654, 0.095], [-1.150, -5.731, -0.660], [0.134, 0.751, 3.300], [0.104, -2.660, -0.266], [1.317, -0.053, -0.481], [3.425, 0.586, 1.890], [-0.651, 6.373, -1.069], [4.570, 3.372, 0.203], [-0.601, -0.186, 0.608], [-0.836, -7.371, -5.138], [0.072, 5.150, 4.757], [8.352, -0.755, -4.475], [-3.283, -5.195, -0.216], [3.491, -1.634, -5.277], [-2.531, 2.005, 5.997], [-2.081, -2.863, -2.773], [-0.681, 2.180, 0.843], [-0.762, -2.074, -1.077], [1.315, 0.753, 0.095], [-3.856, 3.019, 2.324], [-0.273, 0.023, 0.558], [-1.664, 2.833, 2.974], [-0.668, -1.588, -1.128], [-0.329, -0.707, 1.542], [0.593, 0.289, 1.094], [-0.692, -1.819, -0.950], [0.322, 1.106, 1.737]], "smiles": "CN(CC(=O)Nc1ccc(Br)cc1)Cc1ccccc1", "gap_ev": 8.3}

=====

{"formula": "C16H17BrN2O4S", "method": "ωB97M-V with the def2-TZVPD basis set", "species": ["C", "C", "C", "C", "C", "C", "O", "N", "C", "H", "H", "C", "N", "S", "O", "O", "C", "C", "C", "C", "C", "C", "H", "H", "Br", "H", "H", "C", "H", "C", "H", "H", "H", "H", "H", "O", "H", "H", "H", "H", "H"], "coordinates": [[-3.8998, -2.7343, 2.3819], [-3.8381, -2.1869, 1.0025], [-4.7466, -2.1918, -0.0177], [-4.1365, -1.5222, -1.0967], [-2.8882, -1.1415, -0.6683], [-1.8984, -0.4374, -1.4928], [-2.1453, -0.2628, -2.6778], [-0.7110, -0.0286, -0.9609], [-0.3576, 0.0890, 0.4343], [-1.0455, -0.4749, 1.0572], [0.6522, -0.3194, 0.5649], [-0.3761, 1.5708, 0.8432], [0.4444, 2.3736, -0.0272], [1.9795, 2.7604, 0.4593], [1.9094, 3.0507, 1.8594], [2.4728, 3.7454, -0.4528], [2.9898, 1.2826, 0.2612], [3.6410, 1.0607, -0.9379], [4.4055, -0.0821, -1.1004], [4.5029, -0.9800, -0.0475], [3.8641, -0.7530, 1.1628], [3.1021, 0.3930, 1.3134], [2.6081, 0.6185, 2.2453], [3.9671, -1.4587, 1.9726], [5.5447, -2.5519, -0.2630], [4.9228, -0.2730, -2.0279], [3.5570, 1.7939, -1.7241], [0.1889, 2.1903, -1.4358], [0.9496, 2.7517, -1.9768], [0.1988, 0.7065, -1.8198], [-0.1407, 0.5798, -2.8492], [1.2030, 0.2845, -1.7052], [-0.7954, 2.6126, -1.6659], [-0.0003, 1.7103, 1.8564], [-1.4046, 1.9466, 0.7888], [-2.7121, -1.5520, 0.6167], [-4.5426, -1.3342, -2.0686], [-5.7262, -2.6228, 0.0018], [-3.0604, -3.4045, 2.5617], [-3.8495, -1.9294, 3.1149], [-4.8285, -3.2793, 2.5179]], "atomic_forces_ev_per_a": [[0.275, 0.205, -0.145], [-0.750, -0.271, -0.171], [0.385, -0.038, 0.503], [0.851, 0.358, 0.130], [-1.229, -0.258, -0.655], [0.512, 0.066, -0.061], [-0.295, -0.042, -0.001], [0.047, -0.013, -0.105], [-0.108, 0.160, 0.480], [0.202, 0.096, -0.041], [-0.149, 0.009, 0.020], [-0.087, -0.519, 0.452], [0.914, 0.526, 0.374], [-0.232, -0.112, -0.040], [-0.033, -0.277, 0.086], [0.042, -0.173, -0.261], [-0.279, 0.623, 0.115], [0.043, 0.058, -0.038], [-0.012, -0.083, 0.061], [0.058, -0.114, -0.019], [0.023, -0.035, -0.093], [0.016, 0.022, 0.080], [-0.026, -0.034, 0.153], [0.010, -0.036, 0.048], [-0.089, 0.143, 0.019], [0.034, -0.009, -0.051], [0.044, 0.057, -0.145], [0.117, -0.215, -0.612], [-0.151, -0.020, -0.181], [-0.043, 0.177, -0.370], [0.158, 0.030, 0.136], [-0.099, 0.029, -0.024], [0.085, 0.005, 0.007], [-0.220, -0.089, 0.053], [0.068, -0.009, 0.032], [0.173, -0.066, 0.248], [0.002, 0.072, -0.227], [-0.199, -0.123, 0.088], [0.009, -0.079, 0.060], [-0.024, 0.002, 0.088], [-0.041, -0.026, 0.008]], "smiles": "Cc1ccc(C(=O)N2CCN(S(=O)(=O)c3ccc(Br)cc3)CC2)o1", "e_above_lowest_ev": 0.000, "gap_ev": 9.0}

=====

{"formula": "C16H17Cl3N3O2S5SeTi", "method": "ωB97M-V with the def2-TZVPD basis set", "species": ["Ti", "Cl", "C", "C", "C", "Cl", "C", "O", "C", "Cl", "C", "H", "H", "C", "C", "C", "C", "N", "N", "H", "H", "H", "H", "H", "H", "H", "H", "H", "H", "H", "H", "Se", "C", "N", "O", "C", "C", "S", "C", "C", "S", "S", "C", "S", "S", "H", "H", "H"], "coordinates": [[-0.5448, 0.7270, -1.8479], [0.9651, -6.4740, -2.0793], [0.9203, -4.7476, -1.8422], [-0.1405, -4.0160, -2.3446], [-0.1466, -2.6532, -2.1327], [-1.4741, -1.6886, -2.7285], [0.8572, -1.9446, -1.4384], [0.7985, -0.6676, -1.2551], [1.9052, -2.7586, -0.9526], [3.1907, -1.9976, -0.0746], [1.9429, -4.1262, -1.1467], [-0.9449, -4.4946, -2.8852], [2.7701, -4.7008, -0.7544], [-1.9290, 1.1975, 2.9246], [-1.4812, -0.2020, 2.5049], [-0.3773, -0.6912, 3.4360], [-2.6626, -1.1767, 2.5393], [-0.8492, -0.1060, 1.1770], [-1.7018, 0.2915, 0.1093], [-2.1788, 1.2085, 3.9878], [-2.8205, 1.5199, 2.3811], [-1.1310, 1.9173, 2.7368], [-0.7495, -0.7816, 4.4577], [0.4589, 0.0095, 3.4262], [-0.0076, -1.6722, 3.1232], [-3.0879, -1.2269, 3.5440], [-2.3441, -2.1837, 2.2557], [-3.4669, -0.8642, 1.8694], [-0.4289, -0.9863, 0.9098], [-1.9960, 1.2457, 0.2909], [-2.5484, -0.2678, 0.0529], [-5.4365, 1.1800, -2.1682], [-3.6585, 1.1987, -2.3675], [-2.4978, 1.2000, -2.5014], [1.1270, 1.3707, -4.4732], [0.5198, 1.1476, -3.5409], [2.5214, 1.2467, 1.1411], [2.2679, 3.0054, 1.4643], [2.3324, 3.6244, -0.1748], [1.3270, 3.6216, -1.0780], [-0.3011, 3.0340, -0.8755], [1.7211, 4.3580, -2.6132], [3.3659, 4.7752, -2.2921], [4.3490, 5.5441, -3.3722], [3.8437, 4.3343, -0.6997], [2.6080, 0.7630, 2.1149], [3.4400, 1.0839, 0.5797], [1.6734, 0.8237, 0.6126]], "atomic_forces_ev_per_a": [[-0.195, 0.469, 0.318], [0.005, -0.010, -0.006], [-0.032, -0.047, -0.016], [0.038, 0.006, 0.021], [-0.045, 0.021, -0.022], [-0.004, -0.108, -0.029], [-0.012, 0.001, 0.018], [0.112, -0.299, 0.138], [-0.006, 0.018, -0.005], [0.000, 0.028, 0.018], [0.013, 0.022, 0.007], [0.011, 0.007, 0.006], [-0.009, 0.004, -0.004], [-0.045, -0.006, 0.013], [0.008, -0.015, -0.038], [0.040, -0.001, 0.007], [-0.005, -0.016, -0.003], [-0.145, 0.078, 0.105], [0.158, 0.085, 0.069], [0.001, -0.002, -0.029], [0.025, -0.009, -0.012], [0.021, 0.001, 0.017], [-0.004, -0.003, -0.013], [-0.015, -0.009, -0.003], [-0.002, 0.020, -0.007], [0.014, 0.004, -0.012], [-0.003, 0.022, -0.001], [0.005, -0.005, 0.007], [0.111, -0.047, -0.062], [0.013, 0.103, 0.041], [-0.143, -0.109, -0.085], [0.225, -0.017, 0.032], [-0.217, 0.052, -0.156], [-0.205, -0.138, 0.114], [0.267, 0.091, -0.437], [-0.024, -0.026, -0.064], [0.058, -0.078, 0.056], [-0.002, 0.038, -0.004], [-0.078, 0.049, -0.071], [0.000, -0.078, 0.067], [0.062, -0.138, 0.100], [0.051, -0.019, -0.042], [0.024, 0.144, -0.034], [-0.025, -0.057, 0.027], [0.009, -0.039, 0.009], [0.011, -0.009, -0.011], [-0.009, 0.033, 0.012], [-0.054, -0.012, -0.036]], "e_above_lowest_ev": 0.515, "charge": -1, "gap_ev": [6.6, 7.5], "multiplicity": 3}

=====

{"formula": "C16H17Cl6O5", "method": "ωB97M-V with the def2-TZVPD basis set", "species": ["Cl", "C", "Cl", "C", "O", "C", "Cl", "C", "Cl", "C", "Cl", "C", "Cl", "C", "C", "O", "C", "C", "C", "C", "C", "C", "O", "O", "C", "C", "O", "H", "H", "H", "H", "H", "H", "H", "H", "H", "H", "H", "H", "H", "H", "H", "H", "H"], "coordinates": [[0.7366, 2.3232, 0.0441], [2.6268, 3.4311, -1.5082], [3.7917, 2.2027, -1.2857], [2.0962, 3.4300, -2.9072], [1.9993, 2.3883, -3.5499], [1.6836, 4.7126, -3.5179], [0.9851, 4.6679, -5.1329], [1.9542, 5.9538, -2.9063], [1.6585, 7.4338, -3.7340], [2.5594, 5.9532, -1.6087], [2.9731, 7.4765, -0.9044], [2.9274, 4.6813, -1.0185], [3.8341, 4.7953, 0.4533], [1.7286, -3.1244, -0.6491], [0.4797, -2.3867, -0.3109], [0.9745, -1.1638, 0.2792], [-0.0294, -0.2943, 0.5377], [0.3668, 0.9722, 1.2345], [-0.8109, 1.6841, 1.9109], [-1.4442, 0.8668, 3.0429], [-1.8911, 2.0490, 0.9022], [1.5714, 0.7288, 2.2009], [2.5054, -0.0452, 2.1238], [1.4477, 1.5522, 3.2780], [2.6971, 1.7249, 4.0016], [3.0283, 0.4621, 4.7857], [-1.1773, -0.6056, 0.2628], [1.5147, -4.1085, -1.0933], [2.3293, -2.5289, -1.3517], [2.3335, -3.2681, 0.2561], [-0.1507, -2.2067, -1.1942], [-0.1063, -2.9300, 0.4467], [-0.3809, 2.6104, 2.3147], [-0.7073, 0.6177, 3.8036], [-2.2734, 1.4355, 3.4888], [-1.8442, -0.0477, 2.6043], [-1.4656, 2.6833, 0.1254], [-2.2769, 1.1134, 0.4867], [-2.6854, 2.5772, 1.4378], [3.4560, 1.9100, 3.2529], [2.5511, 2.5923, 4.6802], [3.9111, 0.6257, 5.3792], [2.1951, 0.1843, 5.4331], [3.2135, -0.3173, 4.0417]], "atomic_forces_ev_per_a": [[1.964, -1.408, -0.079], [0.603, 2.044, -3.176], [0.107, -1.094, 0.701], [-0.800, 0.051, 0.005], [0.040, -0.410, -0.192], [0.210, 1.037, 0.924], [0.382, -0.144, 0.706], [0.345, -2.080, 0.468], [-0.115, 0.031, 0.048], [-0.133, -1.656, -0.627], [0.018, -0.080, 0.316], [-0.472, 2.644, 0.171], [0.166, -0.056, 0.331], [0.840, -0.540, -0.319], [0.125, -0.236, 0.178], [-1.256, 0.919, -0.081], [-0.696, -1.818, -0.951], [0.124, 1.111, 0.248], [-0.683, -0.168, 1.076], [0.037, 0.113, -0.251], [-0.442, -0.065, 0.186], [0.772, 0.067, 0.677], [-1.501, 1.002, -1.033], [0.503, 0.201, -0.547], [-0.515, -0.269, 0.680], [-0.262, 0.071, -0.535], [0.977, 0.510, 0.391], [0.043, 0.309, 0.102], [-0.162, -0.266, 0.128], [-0.128, -0.037, -0.228], [0.214, 0.192, 0.413], [-0.006, 0.271, -0.271], [-0.167, -0.317, -0.006], [-0.128, -0.023, 0.149], [0.282, -0.212, -0.033], [-0.143, -0.080, 0.197], [-0.724, -0.103, 0.118], [-0.193, 0.600, -0.069], [0.012, 0.016, -0.139], [0.286, 0.293, 0.002], [0.001, -0.451, -0.678], [0.388, 0.043, 0.351], [0.049, -0.010, 0.022], [0.036, -0.003, 0.627]], "e_above_lowest_ev": 1.032, "charge": -1, "gap_ev": 6.4}

=====

Number 1: strongest force on any atom 11.972 eV/Å, molar mass 333.23 g/mol. Number 2: strongest force on any atom 1.417 eV/Å, molar mass 413.29 g/mol. Number 3: strongest force on any atom 0.599 eV/Å, molar mass 676.85 g/mol. Number 4: strongest force on any atom 3.825 eV/Å, molar mass 502.02 g/mol.